No. 1
{
  "formula": "C33H36Cl6N6",
  "method": "ωB97M-V/def2-TZVPD",
  "charge": 0,
  "e_above_lowest_ev": 31.278,
  "orbital_gap_ha": 0.2703,
  "lumo_ev": -0.5,
  "elements": ["N", "C", "C", "C", "C", "C", "H", "H", "H", "H", "H", "N", "C", "C", "C", "C", "C", "H", "H", "H", "H", "H", "N", "C", "C", "C", "C", "C", "H", "H", "H", "H", "H", "N", "C", "C", "C", "C", "C", "H", "H", "H", "H", "H", "N", "C", "C", "C", "C", "C", "H", "H", "H", "H", "H", "N", "C", "C", "C", "C", "C", "H", "H", "H", "H", "H", "C", "Cl", "Cl", "H", "H", "C", "Cl", "Cl", "H", "H", "C", "Cl", "Cl", "H", "H"],
  "positions_angstrom": [[-0.98612, 2.77308, 0.70188], [-1.51130, 2.19938, -0.46571], [-1.16796, 0.94938, -0.99725], [-0.15947, 0.13123, -0.34800], [0.47354, 0.70032, 0.74783], [0.08130, 2.02088, 1.21489], [-2.34777, 2.73505, -0.88970], [-1.67367, 0.49043, -1.83392], [0.21598, -0.77460, -0.80067], [1.05648, 0.12150, 1.44893], [0.43381, 2.36434, 2.17623], [-0.83938, -3.18077, -2.05106], [-0.35866, -4.44571, -1.85059], [0.15521, -4.92073, -0.70656], [0.40761, -4.04354, 0.35426], [0.10971, -2.62723, 0.15220], [-0.55382, -2.23292, -1.04344], [-0.57853, -5.25328, -2.53315], [0.44688, -5.96041, -0.68702], [0.89002, -4.32511, 1.27860], [0.32136, -1.94495, 0.96220], [-0.68369, -1.18433, -1.26702], [-2.32876, -2.38731, 2.11365], [-1.57223, -1.79768, 3.07035], [-1.08254, -0.49000, 3.01847], [-1.50915, 0.30939, 2.00824], [-2.24968, -0.26814, 0.93795], [-2.70710, -1.59730, 1.07019], [-1.21684, -2.39143, 3.89954], [-0.40066, -0.22951, 3.81446], [-1.39205, 1.38206, 1.96286], [-2.42621, 0.36131, 0.07827], [-3.34868, -2.05238, 0.33014], [0.60721, -0.72684, -2.87917], [0.57914, -1.97238, -3.54743], [1.43446, -2.97294, -3.26300], [2.33764, -2.77720, -2.18403], [2.27327, -1.56837, -1.42179], [1.45351, -0.57082, -1.88232], [-0.10336, -2.02719, -4.38265], [1.51780, -3.86863, -3.86064], [3.03934, -3.55182, -1.91203], [2.80995, -1.37277, -0.50521], [1.44773, 0.39384, -1.39674], [4.39776, 0.21422, 4.51152], [4.72651, 0.07750, 3.21172], [3.72250, 0.22418, 2.21647], [2.51732, 0.76725, 2.58347], [2.21861, 0.88986, 3.96559], [3.23933, 0.72418, 4.82692], [5.70782, -0.29652, 2.95966], [4.05214, -0.01418, 1.21601], [1.72284, 0.85140, 1.85676], [1.18500, 1.15941, 4.12489], [3.11474, 0.90913, 5.88365], [-2.15099, 2.79579, -2.97662], [-2.71396, 2.53625, -4.19512], [-3.92210, 3.04498, -4.57362], [-4.69428, 3.73696, -3.60460], [-4.10665, 4.03731, -2.34831], [-2.82063, 3.61866, -2.06410], [-2.21038, 1.93029, -4.93378], [-4.31963, 2.90462, -5.56793], [-5.65241, 4.21162, -3.75655], [-4.60955, 4.68702, -1.64734], [-2.33047, 3.84445, -1.12860], [-0.67175, 1.42861, -3.21134], [-0.75795, 0.12850, -4.49037], [0.14796, 2.79800, -3.90763], [-1.66788, 1.65950, -2.83381], [-0.09181, 1.00817, -2.38976], [1.03917, 3.72221, 3.21543], [-0.35407, 4.76967, 2.84598], [0.30793, 2.43526, 4.20511], [1.34547, 3.31178, 2.25323], [1.88027, 4.30499, 3.59096], [2.21325, -2.39713, 2.44348], [3.04819, -3.31513, 1.18913], [1.10377, -1.19499, 1.73016], [1.55404, -3.00776, 3.06045], [2.93581, -1.92190, 3.10693]],
  "lowdin_charge": [0.084, -0.095, -0.114, -0.163, -0.200, -0.173, 0.023, 0.129, 0.009, -0.196, -0.048, 0.096, -0.193, -0.090, -0.080, -0.142, -0.129, 0.110, 0.106, 0.048, -0.233, 0.050, 0.068, -0.159, -0.147, -0.106, -0.043, -0.108, 0.102, 0.084, 0.076, 0.078, 0.109, -0.140, -0.183, -0.090, -0.017, -0.069, -0.237, 0.058, 0.116, 0.099, 0.056, 0.124, 0.052, -0.113, -0.090, -0.151, -0.174, -0.182, 0.102, 0.103, 0.000, -0.159, 0.109, -0.143, -0.144, -0.034, -0.030, -0.034, -0.102, 0.054, 0.108, 0.100, 0.104, 0.101, -0.963, 0.691, 0.687, -0.091, -0.001, -0.859, 0.575, 0.790, 0.019, 0.070, -0.696, 0.692, 1.037, 0.059, 0.041]
}



No. 2
{
  "formula": "C33H36ClN10OPS",
  "method": "ωB97M-V/def2-TZVPD",
  "charge": 0,
  "orbital_gap_ha": 0.2863,
  "lumo_ev": -0.7,
  "elements": ["N", "C", "N", "N", "C", "C", "C", "P", "O", "Cl", "C", "C", "C", "N", "S", "N", "C", "H", "H", "H", "H", "H", "H", "H", "H", "H", "H", "H", "N", "C", "C", "C", "C", "C", "H", "H", "H", "H", "H", "N", "C", "C", "C", "C", "C", "H", "H", "H", "H", "H", "N", "C", "C", "C", "C", "C", "H", "H", "H", "H", "H", "N", "C", "C", "C", "C", "C", "H", "H", "H", "H", "H", "N", "C", "C", "C", "C", "C", "H", "H", "H", "H", "H"],
  "positions_angstrom": [[1.15491, -2.65572, -3.45512], [2.07762, -1.63272, -3.92526], [2.46855, -1.87548, -5.30443], [1.33153, -0.32896, -3.90077], [3.29390, -1.39505, -2.96548], [4.53573, -2.22588, -3.26029], [5.78351, -1.64407, -3.32705], [6.09314, 0.16695, -3.12369], [5.40445, 0.83115, -4.49643], [5.01372, 0.83881, -1.45727], [6.98409, -2.42237, -3.56177], [6.99767, -3.75321, -3.75887], [5.73748, -4.43122, -3.69858], [5.56615, -5.73826, -3.86319], [3.96113, -5.95648, -3.66411], [3.45234, -4.44729, -3.40922], [4.53287, -3.66016, -3.45240], [1.10626, -3.46066, -4.06240], [1.31264, -2.91177, -2.48763], [2.96853, -1.04978, -5.62439], [1.65815, -2.00263, -5.90283], [0.74297, -0.25325, -4.72241], [0.74986, -0.34708, -3.06785], [2.92962, -1.67156, -1.96149], [3.52665, -0.33450, -3.05348], [5.55142, 0.17029, -5.19139], [7.94245, -1.89642, -3.56994], [7.94409, -4.26196, -3.93403], [3.43126, 1.19263, 2.72791], [3.47139, 1.84797, 1.56590], [2.70681, 2.96976, 1.28508], [1.84504, 3.43336, 2.26495], [1.78345, 2.76665, 3.47662], [2.59714, 1.65826, 3.65678], [4.14905, 1.43990, 0.82579], [2.78235, 3.46283, 0.32470], [1.22646, 4.30362, 2.08497], [1.12054, 3.09729, 4.26504], [2.58604, 1.10598, 4.59043], [-0.90561, 3.85369, 0.38583], [-1.42630, 4.55660, -0.62143], [-1.69584, 4.02615, -1.87346], [-1.40539, 2.68975, -2.09560], [-0.86277, 1.94217, -1.06396], [-0.63456, 2.56802, 0.15203], [-1.63415, 5.59865, -0.40245], [-2.12106, 4.64385, -2.65293], [-1.59940, 2.23721, -3.06039], [-0.62145, 0.89702, -1.19778], [-0.21441, 2.02143, 0.99053], [-1.16610, 0.38147, 3.23723], [-1.58309, -0.83607, 3.58631], [-2.84629, -1.10077, 4.09518], [-3.72553, -0.04055, 4.25386], [-3.31155, 1.23275, 3.89939], [-2.02858, 1.38735, 3.39711], [-0.85985, -1.63308, 3.44669], [-3.13258, -2.11015, 4.35967], [-4.72077, -0.20291, 4.64798], [-3.96848, 2.08480, 4.00908], [-1.65887, 2.36491, 3.10141], [0.33465, -3.11684, -0.24761], [-0.10934, -4.30246, 0.17125], [-1.30443, -4.48125, 0.85098], [-2.08217, -3.36550, 1.11551], [-1.63855, -2.12412, 0.69118], [-0.43078, -2.05738, 0.01601], [0.53419, -5.14599, -0.05461], [-1.61599, -5.46825, 1.16494], [-3.02175, -3.46208, 1.64565], [-2.21509, -1.22797, 0.87902], [-0.04418, -1.10793, -0.33756], [-6.78775, 1.50384, 3.96060], [-6.74130, 2.17396, 2.80813], [-7.51361, 3.29200, 2.53458], [-8.38790, 3.73962, 3.51119], [-8.45363, 3.05773, 4.71495], [-7.63489, 1.95265, 4.88807], [-6.04454, 1.78525, 2.07261], [-7.43176, 3.79734, 1.58191], [-9.00975, 4.60884, 3.33661], [-9.12349, 3.37515, 5.50245], [-7.64953, 1.38986, 5.81533]],
  "lowdin_charge": [0.075, -0.646, 0.090, 0.053, -0.112, -0.149, -0.352, 0.621, -0.351, 0.270, -0.116, -0.027, -0.367, -0.216, 1.007, -0.221, -0.285, 0.059, 0.031, 0.078, 0.077, 0.060, 0.050, 0.129, 0.024, 0.046, 0.096, 0.118, 0.057, -0.167, -0.076, -0.106, -0.080, -0.159, 0.014, 0.104, 0.095, 0.099, 0.100, 0.060, -0.153, -0.075, -0.075, -0.060, -0.155, 0.102, 0.100, 0.105, 0.075, 0.088, 0.066, -0.179, -0.075, -0.080, -0.074, -0.155, 0.105, 0.100, 0.091, 0.091, 0.095, 0.054, -0.148, -0.068, -0.081, -0.082, -0.140, 0.104, 0.101, 0.106, 0.102, 0.088, 0.054, -0.158, -0.070, -0.080, -0.072, -0.149, 0.105, 0.102, 0.106, 0.102, 0.104]
}



No. 3
{
  "formula": "C33H36F3GeNO6SbSeZn",
  "method": "ωB97M-V/def2-TZVPD",
  "charge": -1,
  "e_above_lowest_ev": 0.925,
  "orbital_gap_ha": 0.2898,
  "lumo_ev": 2.3,
  "elements": ["Zn", "O", "C", "C", "C", "N", "C", "C", "C", "O", "O", "C", "O", "O", "H", "H", "H", "C", "C", "C", "O", "H", "H", "H", "H", "H", "H", "H", "C", "Ge", "C", "C", "C", "Se", "C", "H", "H", "H", "H", "H", "H", "H", "H", "H", "H", "H", "H", "H", "H", "F", "C", "C", "C", "C", "C", "C", "Sb", "C", "C", "C", "C", "F", "C", "C", "C", "C", "C", "C", "F", "C", "C", "H", "H", "H", "H", "H", "H", "H", "H", "H", "H", "H", "H"],
  "positions_angstrom": [[-0.33172, 0.08644, -1.96839], [-3.01175, 5.40008, -2.98413], [-2.36804, 4.25118, -2.64756], [-0.97479, 4.17421, -2.61961], [-0.40439, 2.96990, -2.26472], [-1.17268, 1.93294, -1.97427], [-2.49662, 1.98379, -1.98773], [-3.15375, 3.14860, -2.31842], [-3.14716, 0.66162, -1.54560], [-4.36595, 0.62585, -1.43480], [-2.29968, -0.26061, -1.26384], [1.10328, 2.69045, -2.07497], [1.88255, 3.59182, -2.37538], [1.33667, 1.55321, -1.55197], [-2.35647, 6.07740, -3.18703], [-0.34130, 5.02103, -2.85788], [-4.23330, 3.20292, -2.31585], [-1.01439, 0.87499, -5.52476], [0.31564, 0.62319, -4.81408], [1.36436, 0.09949, -5.78863], [0.15851, -0.28213, -3.77638], [-0.91894, 1.63999, -6.30348], [-1.76523, 1.20678, -4.80239], [-1.36975, -0.05495, -5.97837], [0.67804, 1.60039, -4.44437], [1.03257, -0.85931, -6.19829], [2.30818, -0.05891, -5.26281], [1.53430, 0.80167, -6.61161], [3.37359, -4.79649, -0.38952], [1.43991, -4.96769, -0.15584], [1.04575, -5.87844, 1.53081], [0.69630, -5.94982, -1.67351], [0.59590, -3.20593, -0.12461], [1.00423, -2.12883, -1.71213], [2.58604, -1.27197, -0.97076], [3.84398, -5.78068, -0.42007], [3.82175, -4.22219, 0.42345], [3.57851, -4.28610, -1.33293], [1.50163, -6.87023, 1.55280], [-0.03293, -5.98992, 1.65393], [1.43075, -5.29992, 2.37271], [1.32278, -6.79888, -1.94992], [0.63387, -5.27131, -2.52660], [-0.30713, -6.31520, -1.44889], [0.86720, -2.62809, 0.76180], [-0.48984, -3.32338, -0.12064], [3.38141, -2.00125, -0.84036], [2.32351, -0.81661, -0.01836], [2.87373, -0.48696, -1.66644], [1.75035, -3.54053, 5.45581], [1.31104, -2.62709, 4.55838], [-0.04664, -2.45069, 4.40069], [-0.48948, -1.49998, 3.48693], [0.41069, -0.73869, 2.74398], [1.77724, -0.96708, 2.92203], [2.24029, -1.90623, 3.83586], [-0.24667, 0.64809, 1.21517], [0.80540, 2.32702, 2.06889], [1.00234, 3.45753, 1.27656], [1.68523, 4.56846, 1.75478], [2.16982, 4.53160, 3.04424], [2.84534, 5.60371, 3.52114], [1.99423, 3.43897, 3.86851], [1.30946, 2.33634, 3.36974], [-2.12056, 1.08614, 2.18081], [-3.26317, 0.41092, 1.74575], [-4.50507, 0.66417, 2.31823], [-4.58209, 1.60197, 3.32405], [-5.78632, 1.86573, 3.88525], [-3.47856, 2.29532, 3.77903], [-2.24556, 2.03331, 3.19656], [-0.73687, -3.04871, 4.98242], [-1.55590, -1.34527, 3.36282], [2.50119, -0.39711, 2.34673], [3.29705, -2.08152, 3.99234], [0.63274, 3.48388, 0.25966], [1.85606, 5.43685, 1.13217], [2.38982, 3.45382, 4.87615], [1.16578, 1.47698, 4.01620], [-3.20003, -0.29908, 0.92886], [-5.39794, 0.16161, 1.97054], [-3.59106, 3.02924, 4.56680], [-1.37731, 2.57816, 3.54531]],
  "lowdin_charge": [0.476, 0.064, -0.278, 0.068, -0.177, 0.067, -0.155, 0.079, -0.611, 0.034, -0.143, -0.655, 0.019, -0.125, 0.106, 0.126, 0.131, -0.062, -0.600, -0.070, -0.377, 0.070, 0.060, 0.075, 0.116, 0.073, 0.070, 0.069, -0.226, 0.732, -0.219, -0.219, -0.571, 0.984, -0.353, 0.016, 0.018, 0.013, 0.014, 0.018, 0.008, 0.015, 0.009, 0.018, -0.006, 0.027, 0.008, -0.007, 0.026, 0.041, -0.296, -0.012, -0.103, -0.395, -0.151, -0.015, 1.618, -0.362, -0.095, 0.003, -0.286, 0.042, -0.017, -0.129, -0.363, -0.121, 0.000, -0.286, 0.041, -0.017, -0.105, 0.116, 0.096, 0.102, 0.116, 0.083, 0.122, 0.114, 0.095, 0.086, 0.122, 0.113, 0.087]
}